The following is a DFT calculation (wB97M-V/def2-TZVPD) of a molecular structure, C23H33GaNO2P2Si in a non-equilibrium geometry.

Computed properties:
- HOMO energy (spin up / spin down) (Eh) = -0.3209 / -0.3201
- energy (Eh) = -3998.27968
- orbital gap (spin up / spin down) (hartree) = 0.202 / 0.206
- total charge = +1

```
63
Properties=species:S:1:pos:R:3:forces:R:3:mulliken_charge:R:1
C 0.55990 -2.48598 -3.68590 -0.28 -0.19 0.37 -0.992
C 0.93065 -1.85371 -2.49836 -0.07 0.01 0.12 0.902
C 0.28975 -0.64725 -2.13288 -0.23 0.28 -0.48 -0.231
C -0.85443 -0.21483 -2.87210 0.29 -0.94 0.12 1.810
C -1.33653 -1.01823 -3.93383 0.23 0.02 0.00 -1.022
C -0.58861 -2.09555 -4.38242 -0.14 0.08 -0.12 -0.793
C -1.40306 1.04618 -2.55587 0.35 0.34 -1.55 -2.434
C -0.49374 2.03452 -2.12039 0.47 0.42 0.59 1.792
C 0.65317 1.60149 -1.38767 -0.27 0.16 -0.38 -0.311
C 1.62457 2.55582 -1.00947 -0.03 -0.25 0.21 1.232
C 1.49255 3.87794 -1.43927 -0.11 -0.14 0.43 -1.013
C 0.33920 4.30953 -2.09689 -0.13 0.15 -0.15 -0.780
C -0.66380 3.40802 -2.40239 0.11 -0.12 0.06 -1.242
H 1.16250 -3.32737 -4.03436 -0.31 0.13 0.13 0.409
H -2.25491 -0.71452 -4.44146 0.32 -0.10 0.08 0.442
H -0.88931 -2.65162 -5.27382 0.07 0.23 0.32 0.406
H -2.28654 1.36418 -3.10572 0.07 0.00 0.07 0.569
H 2.29989 4.57929 -1.21332 -0.34 -0.14 -0.02 0.376
H 0.23355 5.36386 -2.35685 0.02 -0.34 0.02 0.404
H -1.58330 3.72668 -2.89910 0.33 -0.05 0.12 0.438
N 0.76642 0.21679 -1.12716 0.62 -0.20 0.39 0.487
Ga 1.54735 -0.48575 0.48861 0.25 0.25 -0.60 -0.014
C 1.97415 -2.52472 -1.61991 0.22 0.18 0.00 -1.436
H 2.91463 -1.95292 -1.60401 -0.16 -0.24 0.12 0.411
H 2.18740 -3.54913 -1.95513 -0.05 0.27 -0.18 0.582
C 2.80689 2.20072 -0.11418 0.10 -0.24 -0.18 -1.477
H 3.50584 1.50869 -0.61229 -0.13 0.21 0.17 0.405
H 3.35270 3.10791 0.18363 -0.11 -0.18 -0.21 0.590
P 1.36475 -2.69218 0.11691 -0.25 -0.31 -0.66 0.715
P 2.25885 1.40835 1.45686 -0.47 0.98 -0.07 0.865
C 1.06354 2.60787 2.11917 -0.13 0.18 0.27 -1.137
H 0.83010 2.35100 3.16003 0.07 0.09 -0.23 0.480
H 1.48338 3.62311 2.08084 -0.01 -0.24 0.02 0.507
H 0.12540 2.59578 1.54779 0.30 -0.08 0.01 0.155
C 3.63508 1.35476 2.62454 0.21 -0.30 0.14 -1.212
H 4.16995 2.31456 2.64165 -0.24 -0.22 -0.02 0.428
H 3.23397 1.14099 3.62503 0.15 0.08 -0.25 0.375
H 4.33162 0.55376 2.34531 -0.15 0.25 0.07 0.371
C -0.22973 -3.53826 -0.08270 -0.30 -0.35 0.11 -0.544
H -0.06974 -4.62508 -0.07786 -0.01 0.21 -0.01 0.455
H -0.91740 -3.27649 0.72662 0.25 -0.15 -0.23 -0.156
H -0.69849 -3.25931 -1.03304 0.18 0.08 0.16 0.303
C 2.45017 -3.83562 1.00256 0.21 0.09 0.34 -1.230
H 1.93623 -4.17183 1.91424 0.17 0.03 -0.26 0.376
H 2.68844 -4.70321 0.37043 -0.16 0.26 0.16 0.436
H 3.37871 -3.32609 1.29127 -0.24 -0.18 -0.12 0.361
C -2.62482 1.05846 -0.11773 -0.19 1.31 0.16 0.173
O -2.19439 2.05642 0.44409 -0.47 -1.23 -0.79 -0.564
H -2.89903 1.04380 -1.21180 0.03 -0.09 1.39 0.517
C -2.26535 -2.07967 2.46388 -0.26 -0.21 0.01 -0.918
Si -2.84700 -0.32571 2.19761 0.30 0.09 -0.25 0.209
C -4.58339 -0.02849 2.78441 -0.14 -0.05 -0.04 -1.036
C -1.62954 0.76785 3.08821 -0.09 0.29 0.21 -0.682
O -2.83419 -0.11372 0.47037 0.11 -0.11 0.61 -0.345
H -2.51311 -2.38717 3.49032 0.05 0.04 -0.22 0.395
H -1.17589 -2.16830 2.35140 -0.26 0.13 0.04 0.098
H -2.76015 -2.77922 1.77706 0.10 0.09 0.18 0.313
H -4.64462 -0.21357 3.86828 0.00 0.06 -0.30 0.346
H -4.89507 1.00929 2.59726 0.08 -0.26 0.05 0.324
H -5.29396 -0.70022 2.28099 0.16 0.20 0.15 0.313
H -0.58976 0.45976 2.91865 -0.19 0.01 -0.05 -0.017
H -1.74286 1.82010 2.80272 0.03 -0.31 0.13 0.330
H -1.82855 0.67825 4.16711 0.08 -0.02 -0.18 0.485
```
Forces are in eV/Å.